Entry 1:
{"formula": "C25H47Br2N3O5P", "method": "ωB97M-V with the def2-TZVPD basis set", "orbital_gap_ha": 0.282, "e_homo_ev": -11.44, "charge": 1, "species": ["C", "C", "C", "N", "N", "C", "N", "C", "C", "C", "Br", "C", "O", "C", "C", "C", "C", "C", "C", "C", "C", "C", "C", "C", "O", "C", "C", "P", "O", "Br", "H", "H", "H", "H", "H", "H", "H", "H", "H", "H", "H", "H", "H", "H", "H", "H", "H", "H", "H", "H", "H", "H", "H", "H", "H", "H", "H", "H", "H", "H", "H", "H", "H", "H", "H", "H", "H", "H", "H", "O", "C", "O", "C", "C", "C", "H", "H", "H", "H", "H", "H", "H", "H"], "coordinates": [[7.90682, -0.74949, -1.54354], [6.79610, -1.66555, -2.06006], [5.38186, -1.43456, -1.48137], [5.15936, -0.08070, -0.96216], [3.97032, 0.02747, -0.23430], [2.80708, 0.16389, -0.91090], [2.85690, 0.23703, -2.32392], [2.27667, -0.94697, -3.02019], [1.32371, -0.54967, -4.15940], [1.62684, 0.28167, -0.19858], [-0.03756, 0.53132, -1.01183], [1.67295, 0.23696, 1.17619], [0.51806, 0.38362, 1.87243], [2.87032, 0.05397, 1.86835], [2.90259, -0.00797, 3.37437], [1.82891, -0.91538, 4.03528], [1.56751, -2.25884, 3.31252], [0.08016, -2.50499, 2.97306], [-0.13401, -3.21809, 1.61602], [-1.18930, -2.55520, 0.70587], [-2.46752, -3.35061, 0.49848], [-3.27562, -2.71109, -0.63998], [-4.11222, -1.50683, -0.18519], [-4.14213, -0.39219, -1.21858], [-2.88977, 0.27851, -1.32806], [-2.88622, 1.56449, -0.72186], [4.02476, -0.02632, 1.13090], [5.68762, -0.16076, 1.99913], [6.35000, -1.43053, 1.22519], [6.71639, 1.68855, 1.24252], [8.66037, -0.65918, -2.32307], [7.58177, 0.25969, -1.31585], [8.42860, -1.16795, -0.68519], [6.72625, -1.63890, -3.14302], [7.06304, -2.68316, -1.78775], [4.66905, -1.61555, -2.28554], [5.16274, -2.17203, -0.71919], [5.19311, 0.62626, -1.68228], [2.30099, 1.05223, -2.56392], [3.09480, -1.49465, -3.47783], [1.77607, -1.62892, -2.33450], [1.74596, -0.85185, -5.11372], [0.36719, -1.04899, -4.05947], [1.16381, 0.52496, -4.19913], [0.34457, 1.30906, 2.08731], [3.86789, -0.29382, 3.76552], [2.73278, 1.01578, 3.71923], [2.22150, -1.16225, 5.01956], [0.92436, -0.35218, 4.22889], [2.19665, -2.39399, 2.43287], [1.84610, -3.04663, 4.00707], [-0.49642, -1.58827, 3.01370], [-0.34072, -3.13926, 3.75075], [0.79844, -3.35829, 1.07112], [-0.50984, -4.21519, 1.84052], [-0.74177, -2.34514, -0.26247], [-1.47830, -1.58551, 1.11138], [-2.27895, -4.39661, 0.25997], [-3.10635, -3.33626, 1.38297], [-3.94543, -3.43457, -1.10307], [-2.60929, -2.37225, -1.43475], [-3.74370, -1.10891, 0.76186], [-5.15104, -1.80008, -0.03282], [-4.33763, -0.85342, -2.19092], [-4.96258, 0.29833, -1.03133], [-3.85291, 2.05451, -0.74077], [-2.18823, 2.19021, -1.28221], [-2.50422, 1.48907, 0.30081], [7.25694, -1.21257, 0.96467], [-5.43109, 2.52552, 0.45538], [-5.98246, 3.53029, 0.08266], [-6.12565, 4.54390, 0.94491], [-6.62835, 5.83360, 0.57208], [-8.14195, 5.87153, 0.56834], [-6.57478, 3.63456, -1.30311], [-6.20062, 6.15138, -0.37992], [-6.24585, 6.51468, 1.32966], [-8.56231, 5.18401, -0.16568], [-8.49599, 6.87617, 0.33820], [-8.52777, 5.57853, 1.54444], [-7.54877, 3.14777, -1.30353], [-5.91795, 3.11029, -1.99487], [-6.68272, 4.65234, -1.66841]], "forces_ev_per_a": [[0.19, -0.02, -0.58], [-0.28, 0.13, 0.63], [-0.26, -0.20, -0.80], [0.83, -0.33, 0.81], [-0.45, -0.03, -0.44], [-0.02, -0.07, -0.83], [-0.21, 0.12, 0.76], [0.00, -0.03, -0.71], [0.27, -0.15, 0.05], [-0.12, 0.03, -0.04], [0.46, -0.19, -0.18], [-0.63, 0.47, 0.62], [0.13, -0.11, 0.03], [0.48, -0.31, 0.44], [-1.05, 0.23, 0.33], [0.69, -0.31, 0.00], [-0.70, 0.24, 0.63], [0.38, -0.46, -0.36], [-0.85, 0.04, 0.38], [0.26, -0.10, 0.37], [-0.42, 0.23, -0.74], [-0.29, 0.12, 0.09], [-0.05, 0.24, -0.16], [0.01, -0.63, -0.26], [-0.39, 0.41, -0.14], [0.54, -0.01, -0.20], [1.01, -0.11, -0.88], [-0.14, 0.02, 0.77], [0.13, 0.53, -0.06], [-0.17, -0.21, -0.06], [0.16, 0.00, 0.03], [-0.11, 0.07, 0.13], [-0.04, 0.03, 0.18], [0.14, 0.17, -0.11], [0.00, -0.20, -0.22], [-0.04, -0.15, -0.04], [0.02, 0.23, 0.40], [-0.36, 0.01, -0.12], [-0.01, -0.03, -0.20], [0.14, -0.13, 0.17], [-0.01, 0.12, 0.27], [0.00, 0.07, -0.10], [-0.19, 0.08, 0.06], [-0.13, 0.08, 0.02], [-0.04, 0.05, -0.02], [0.27, -0.04, -0.29], [0.08, 0.06, 0.15], [0.07, 0.18, 0.14], [-0.25, -0.07, -0.25], [0.02, 0.17, -0.12], [0.32, -0.16, -0.10], [0.07, 0.28, -0.15], [-0.04, 0.02, 0.14], [0.16, 0.11, 0.06], [0.19, -0.24, -0.12], [-0.02, -0.04, -0.25], [0.12, 0.19, 0.01], [0.26, -0.07, 0.02], [0.17, -0.10, 0.26], [-0.02, -0.14, 0.01], [0.22, -0.09, -0.01], [0.00, 0.06, 0.08], [-0.04, -0.13, 0.22], [0.02, 0.06, -0.11], [0.12, 0.25, 0.17], [0.00, -0.25, 0.08], [0.02, 0.02, -0.04], [-0.29, 0.15, 0.15], [0.05, -0.25, -0.14], [-0.24, 0.17, 0.15], [-0.32, -0.11, -0.06], [0.25, 0.05, 0.18], [-0.21, 0.18, -0.07], [-0.04, -0.17, -0.01], [0.32, 0.24, -0.17], [-0.02, -0.06, -0.02], [0.07, -0.10, 0.05], [0.02, 0.05, -0.06], [0.02, 0.01, 0.01], [0.03, 0.06, 0.03], [-0.01, -0.02, 0.01], [-0.07, -0.15, 0.07], [-0.13, -0.01, 0.07]], "lowdin_charge": [-0.105, -0.196, -0.184, -0.027, -0.009, -0.234, 0.020, -0.247, -0.078, -0.452, 1.112, -0.272, 0.036, -0.144, -0.143, -0.169, -0.176, -0.186, -0.174, -0.225, -0.204, -0.202, -0.170, -0.220, -0.279, -0.173, -0.268, 0.654, -0.347, 0.329, 0.080, 0.031, 0.065, 0.105, 0.111, 0.083, 0.111, 0.140, 0.101, 0.091, 0.109, 0.076, 0.073, 0.069, 0.153, 0.063, 0.134, 0.110, 0.100, 0.098, 0.108, 0.087, 0.110, 0.098, 0.103, 0.080, 0.092, 0.111, 0.119, 0.111, 0.102, 0.114, 0.117, 0.126, 0.110, 0.048, 0.050, 0.078, 0.031, 0.074, -0.517, 0.010, -0.229, -0.061, 0.022, 0.114, 0.124, 0.069, 0.085, 0.086, 0.102, 0.088, 0.072]}

Entry 2:
{"formula": "C26H55N6O2", "method": "ωB97M-V with the def2-TZVPD basis set", "s_squared": 2.01, "orbital_gap_ha": [0.255, 0.294], "e_homo_ev": [-10.10, -11.17], "spin_multiplicity": 3, "charge": 1, "species": ["N", "C", "C", "C", "C", "C", "C", "C", "N", "C", "N", "N", "H", "H", "H", "H", "H", "H", "H", "H", "H", "H", "H", "H", "H", "H", "H", "H", "H", "H", "H", "C", "C", "C", "C", "C", "C", "N", "O", "C", "C", "C", "H", "H", "H", "H", "H", "H", "H", "H", "H", "H", "H", "H", "H", "H", "H", "H", "H", "H", "C", "C", "C", "C", "C", "C", "N", "O", "C", "C", "C", "H", "H", "H", "H", "H", "H", "H", "H", "H", "H", "H", "H", "H", "H", "H", "H", "H", "H"], "coordinates": [[7.63537, 4.90134, -1.45656], [7.03711, 4.44060, -0.20421], [6.71784, 2.94584, -0.26421], [6.22125, 2.43354, 1.09678], [5.14639, 1.33965, 1.07554], [3.99909, 1.55176, 0.08566], [3.42732, 2.94843, 0.05033], [2.61456, 3.13765, -1.23271], [1.92927, 4.40906, -0.90429], [1.61925, 4.27526, 0.37817], [0.68014, 5.03933, 1.00327], [2.31456, 3.29358, 1.00430], [6.90574, 5.12093, -2.12523], [8.12568, 5.77504, -1.30401], [6.11161, 4.99583, 0.02453], [7.71577, 4.62749, 0.63020], [7.63711, 2.45008, -0.57494], [5.97911, 2.80969, -1.05993], [5.91587, 3.27931, 1.72163], [7.08838, 2.00245, 1.60184], [4.70636, 1.29431, 2.07815], [5.58891, 0.35580, 0.91723], [4.37092, 1.35132, -0.92356], [3.19992, 0.82574, 0.25061], [4.16241, 3.75782, 0.05603], [3.17743, 3.10253, -2.15815], [1.83458, 2.36702, -1.21162], [1.11178, 4.58591, -1.48869], [0.83673, 6.00524, 1.23105], [-0.23473, 4.62215, 1.10002], [2.67338, 3.74028, 1.84883], [-0.71391, -0.08949, 0.32674], [-1.40787, 1.22962, -0.02284], [-2.89317, 0.98993, -0.30498], [-3.14606, 0.32173, -1.65268], [-2.49291, 1.12935, -2.77609], [-0.99199, 1.35394, -2.56409], [-0.72775, 1.89794, -1.18834], [-0.85041, 3.18168, -1.14536], [-0.23971, 0.03135, -2.80006], [-0.45551, 2.33746, -3.59797], [-1.26100, 2.13108, 1.18708], [-1.25123, -0.57701, 1.13958], [-0.68643, -0.80502, -0.48458], [0.31366, 0.08157, 0.65799], [-3.41797, 1.95121, -0.28896], [-3.30991, 0.39217, 0.50752], [-2.77612, -0.70659, -1.64266], [-4.22069, 0.25837, -1.82884], [-2.62918, 0.62239, -3.73326], [-2.99553, 2.09822, -2.85968], [0.77715, 0.07943, -2.40547], [-0.17268, -0.15269, -3.87147], [-0.73482, -0.83552, -2.37308], [-0.99428, 3.28192, -3.58365], [-0.57183, 1.90072, -4.58850], [0.60597, 2.54003, -3.43542], [-0.20055, 2.38067, 1.27367], [-1.57982, 1.63742, 2.10361], [-1.83985, 3.04812, 1.08056], [-2.34190, -6.61913, 1.20272], [-2.06437, -5.13485, 1.48187], [-2.49109, -4.76551, 2.90565], [-4.00372, -4.66850, 3.08280], [-4.59278, -3.69228, 2.06825], [-4.23395, -4.03734, 0.62132], [-2.75415, -4.25575, 0.48072], [-2.13611, -3.13704, 0.35316], [-5.03214, -5.27242, 0.16760], [-4.65901, -2.89986, -0.30049], [-0.55552, -4.96756, 1.34775], [-1.86499, -7.22284, 1.97489], [-3.39253, -6.88524, 1.19998], [-1.92100, -6.90940, 0.23935], [-2.04444, -3.80104, 3.16987], [-2.07364, -5.50141, 3.59526], [-4.46342, -5.65504, 2.98500], [-4.23051, -4.32434, 4.09308], [-5.68096, -3.66078, 2.15657], [-4.22990, -2.68437, 2.29732], [-4.61236, -5.69470, -0.74592], [-6.06018, -4.97829, -0.04145], [-5.08772, -6.05552, 0.91841], [-4.22341, -1.94933, 0.00000], [-5.74361, -2.80193, -0.25707], [-4.36975, -3.10168, -1.33285], [-0.23149, -5.13712, 0.32080], [-0.06701, -5.70355, 1.98712], [-0.22304, -3.97819, 1.65343]], "forces_ev_per_a": [[-0.02, 0.21, 0.20], [-0.23, -0.02, -0.12], [0.00, 0.51, 0.08], [0.43, -0.35, -0.26], [-0.47, 0.17, 0.54], [0.53, -0.13, 0.13], [-0.90, -0.32, -1.29], [0.18, -0.18, 0.52], [-0.89, -1.35, -0.42], [-0.16, 0.32, -0.23], [0.00, -0.24, 0.41], [1.37, 1.72, -0.10], [0.06, -0.13, -0.08], [0.09, -0.06, -0.03], [0.02, -0.05, 0.17], [0.12, 0.02, -0.11], [-0.14, -0.20, -0.07], [0.07, -0.17, -0.03], [-0.19, -0.01, -0.08], [-0.06, 0.14, 0.20], [0.10, -0.08, 0.03], [0.02, 0.04, -0.18], [-0.03, 0.03, 0.00], [-0.04, 0.07, 0.09], [0.24, -0.20, 0.41], [0.04, 0.39, 0.00], [0.10, -0.10, -0.43], [0.09, 0.63, 0.04], [-0.11, 0.05, -0.34], [0.02, 0.11, 0.17], [-0.44, -0.89, 0.67], [0.15, -0.13, -0.08], [0.25, -0.78, 0.65], [-0.20, 0.20, -0.51], [0.13, 0.03, -0.01], [-0.30, 0.07, 0.29], [0.59, -0.73, -0.61], [-1.59, 0.45, -0.19], [0.75, 0.18, 0.11], [0.06, -0.04, 0.15], [-0.14, 0.30, 0.09], [0.27, 0.46, -0.02], [-0.01, 0.05, 0.03], [-0.06, -0.04, 0.02], [0.00, 0.07, -0.03], [0.07, 0.04, -0.01], [0.09, -0.02, 0.04], [0.01, 0.00, 0.01], [0.00, -0.02, -0.02], [0.07, 0.01, -0.03], [0.06, 0.04, 0.04], [0.01, -0.01, 0.01], [0.00, 0.07, -0.02], [0.00, 0.01, 0.03], [0.02, 0.02, 0.05], [0.03, -0.03, 0.01], [0.01, -0.04, -0.04], [-0.07, 0.02, 0.29], [0.00, -0.19, -0.11], [-0.02, -0.01, 0.00], [-0.17, -0.01, -0.09], [0.24, -1.08, -0.11], [-0.24, 0.29, 0.10], [0.06, -0.01, -0.09], [0.20, 0.05, 0.28], [-0.80, -0.59, -0.52], [-0.01, 0.98, 1.27], [0.25, 0.14, -0.56], [0.09, -0.12, 0.01], [0.17, 0.23, 0.01], [0.10, 0.24, -0.02], [0.08, 0.04, -0.01], [-0.01, 0.02, 0.03], [-0.02, 0.02, -0.02], [0.00, 0.02, -0.09], [0.04, -0.03, -0.04], [0.00, 0.00, -0.02], [-0.02, -0.02, 0.01], [-0.01, 0.00, -0.06], [0.06, -0.01, -0.07], [0.01, -0.01, 0.01], [0.01, 0.07, -0.01], [0.03, -0.01, 0.01], [0.06, -0.03, -0.01], [-0.01, -0.05, 0.00], [0.00, -0.01, 0.00], [-0.02, 0.00, -0.01], [-0.03, -0.03, 0.00], [-0.03, 0.02, -0.03]], "lowdin_spin": [0.000, 0.000, 0.000, 0.000, 0.000, 0.000, 0.000, 0.001, 0.004, 0.001, 0.000, 0.000, 0.000, 0.000, 0.000, 0.000, 0.000, 0.000, 0.000, 0.000, 0.000, 0.000, 0.000, 0.000, 0.000, 0.000, 0.002, 0.000, 0.000, 0.000, 0.000, 0.004, 0.028, 0.018, 0.001, 0.017, 0.028, 0.402, 0.486, 0.004, -0.001, -0.001, 0.000, 0.000, 0.001, 0.002, 0.002, 0.000, 0.001, 0.002, 0.002, 0.001, 0.000, 0.000, 0.000, 0.000, 0.000, 0.000, 0.000, 0.000, 0.003, 0.027, 0.016, 0.001, 0.016, 0.026, 0.386, 0.514, 0.003, -0.001, -0.001, 0.000, 0.000, 0.001, 0.002, 0.002, 0.000, 0.001, 0.002, 0.002, 0.001, 0.000, 0.000, 0.000, 0.000, 0.000, 0.000, 0.000, 0.000]}

Entry 3:
{"formula": "C2H8NO2", "method": "ωB97M-V with the def2-TZVPD basis set", "orbital_gap_ha": 0.422, "e_homo_ev": -15.06, "charge": 1, "species": ["O", "C", "C", "N", "H", "H", "H", "H", "H", "H", "H", "H", "O"], "coordinates": [[1.56580, -0.97502, 0.40459], [1.51828, 0.05764, -0.19674], [0.41173, 1.03848, 0.02539], [-0.54849, 0.50373, 1.03804], [2.25138, 0.33933, -0.95800], [0.67949, 2.05069, 0.28952], [-0.16794, 1.14633, -0.88823], [-1.28664, 1.19229, 1.21623], [-0.97239, -0.33097, 0.60523], [-0.07048, 0.25636, 1.90381], [-1.55973, -1.66621, -1.80867], [-0.77650, -2.21364, -0.59427], [-1.04451, -1.39902, -1.03689]], "forces_ev_per_a": [[-0.10, -0.18, 0.29], [0.33, 0.08, -0.08], [-1.04, 0.37, -0.19], [-0.04, 0.23, -0.35], [0.17, 0.04, -0.13], [0.58, 0.14, 0.28], [0.07, -0.14, -0.29], [0.15, -0.22, 0.14], [-0.08, -0.12, 0.08], [-0.05, -0.15, 0.08], [-0.01, 0.02, 0.14], [0.04, -0.15, -0.28], [0.00, 0.09, 0.31]], "lowdin_charge": [0.099, -0.220, -0.102, 0.195, 0.145, 0.141, 0.139, 0.184, 0.124, 0.175, 0.081, 0.073, -0.034]}

Number 1: largest force on an atom 1.3 eV Å⁻¹. Number 2: largest force on an atom 2.2 eV Å⁻¹. Number 3: largest force on an atom 1.1 eV Å⁻¹.